A cluster of 2 separate species, C3H4BrNO in total in a non-equilibrium geometry. Source: the Open Molecules 2025 dataset; level of theory: ωB97M-V with the def2-TZVPD basis set.

As for the HOMO energy: -9.72 eV. The value obtained for the LUMO energy is -0.558 eV. For the energy above the lowest of the compared OMol25 structures with the same formula, charge and spin, the calculation gives 394.6 kJ/mol. The calculation puts the largest force on an atom at 4.3 eV Å⁻¹. The calculated total energy is -76751.430 eV.

Each line ends with the Mulliken charge.
Atoms and positions in Å:
C1 1.20 0.82 0.57  0.383
C2 -0.61 -0.43 -1.12  -0.794
C3 0.23 -0.20 0.89  -0.160
N1 2.04 1.61 0.43  -0.361
O1 -0.13 -1.09 0.02  -0.225
Br1 0.49 -0.97 2.57  -0.072
H1 -1.57 -0.72 -1.29  0.333
H2 0.10 -0.63 -1.93  0.304
H3 -0.57 0.63 -1.06  0.420
H4 -1.18 0.98 0.92  0.171

=====

The molecule C3H4BrNO in a non-equilibrium geometry. Source: the Open Molecules 2025 dataset; level of theory: ωB97M-V with the def2-TZVPD basis set.

The SMILES is O=C1CN(Br)C1. As for the HOMO energy: -9.63 eV. The value obtained for the LUMO energy is 0.224 eV. For the energy above the lowest of the compared OMol25 structures with the same formula, charge and spin, the calculation gives 250.4 kJ/mol. The calculation puts the largest force on an atom at 3.7 eV Å⁻¹. The calculated total energy is -76752.925 eV.

Each line ends with the Mulliken charge.
Atoms and positions in Å:
C1 -0.53 -0.94 -0.02  0.414
C2 0.53 -0.29 -0.89  -0.334
C3 -0.48 0.16 0.98  -0.382
N1 0.36 1.08 0.01  -0.294
O1 -1.11 -1.98 0.05  -0.517
Br1 2.03 1.72 0.58  -0.056
H1 1.55 -0.63 -0.88  0.296
H2 0.30 -0.01 -2.00  0.226
H3 -1.32 0.50 1.46  0.398
H4 0.06 -0.34 1.70  0.250

=====

A cluster of 2 separate species, C3H4BrNO2 in total in a non-equilibrium geometry. Source: the Open Molecules 2025 dataset; level of theory: ωB97M-V with the def2-TZVPD basis set.

As for the HOMO energy (spin up / spin down): -10.61 / -9.24 eV. The value obtained for the LUMO energy (spin up / spin down) is -2.337 / -0.667 eV. For the energy above the lowest of the compared OMol25 structures with the same formula, charge and spin, the calculation gives 704.1 kJ/mol. The calculation puts the largest force on an atom at 3.0 eV Å⁻¹. The calculated total energy is -78795.425 eV.

Each line ends with the Mulliken charge.
Atoms and positions in Å:
C1 1.33 1.20 -0.59  -0.809
C2 0.80 -0.02 -0.41  0.408
C3 -0.51 -0.07 0.02  -0.206
N1 -1.21 -1.28 0.11  0.950
O1 -0.58 -2.35 0.06  -0.578
O2 -2.45 -1.26 0.15  -0.556
Br1 -1.68 1.48 0.09  -0.082
H1 2.32 1.39 -1.03  0.257
H2 0.66 1.95 -0.35  0.248
H3 1.45 -0.92 -0.55  0.315
H4 -0.11 -0.14 2.50  0.053

=====

A cluster of 2 separate species, C3H4BrNO3 in total in a non-equilibrium geometry. Source: the Open Molecules 2025 dataset; level of theory: ωB97M-V with the def2-TZVPD basis set.

The expectation value of S² is 2.011. As for the HOMO energy (spin up / spin down): -5.60 / -9.29 eV. The value obtained for the LUMO energy (spin up / spin down) is 0.479 / -2.455 eV. For the energy above the lowest of the compared OMol25 structures with the same formula, charge and spin, the calculation gives 318.1 kJ/mol. The calculation puts the largest force on an atom at 6.5 eV Å⁻¹. The calculated total energy is -80841.619 eV. Its spin multiplicity is 3.

Each line ends with the Mulliken charge.
Atoms and positions in Å:
C1 1.21 -0.51 0.97  0.727
C2 1.71 -1.12 0.00  -0.956
C3 -0.84 0.03 -1.03  -0.530
N1 -0.90 1.13 -0.31  0.687
O1 0.87 0.11 1.87  -0.368
O2 -0.29 2.15 -0.39  -0.644
O3 -1.84 1.06 0.69  -0.399
Br1 -1.95 -1.45 -0.38  -0.093
H1 1.34 -2.11 -0.20  0.294
H2 -1.52 1.73 1.36  0.371
H3 2.30 -0.80 -0.84  0.327
H4 -0.07 -0.23 -1.72  0.584

=====

A cluster of 2 separate species, C3H4BrNS in total in a non-equilibrium geometry. Source: the Open Molecules 2025 dataset; level of theory: ωB97M-V with the def2-TZVPD basis set.

The SMILES is [S-][N+]#CBr.C=C. As for the HOMO energy (spin up / spin down): -8.56 / -8.56 eV. The value obtained for the LUMO energy (spin up / spin down) is -0.589 / -0.590 eV. For the energy above the lowest of the compared OMol25 structures with the same formula, charge and spin, the calculation gives 318.1 kJ/mol. The calculation puts the largest force on an atom at 4.1 eV Å⁻¹. The calculated total energy is -85539.831 eV.

Each line ends with the Mulliken charge.
Atoms and positions in Å:
C1 3.26 -0.38 -0.39  0.160
C2 0.21 -0.05 0.66  -0.660
C3 -0.22 -0.22 -0.57  -0.466
N1 3.20 -1.52 -0.17  0.014
S1 2.78 -2.96 -0.08  -0.197
Br1 3.83 1.28 0.09  0.022
H1 -0.04 -0.75 1.37  0.230
H2 0.75 0.76 1.06  0.333
H3 -0.60 -1.17 -0.75  0.258
H4 0.07 0.38 -1.37  0.306

=====

A structure of composition C3H4CaO3 in a non-equilibrium geometry. Source: the Open Molecules 2025 dataset; level of theory: ωB97M-V with the def2-TZVPD basis set.

The expectation value of S² is 0.753. As for the total charge: -1. As for the HOMO energy (spin up / spin down): -3.68 / -4.11 eV. The value obtained for the LUMO energy (spin up / spin down) is 3.423 / 3.280 eV. For the energy above the lowest of the compared OMol25 structures with the same formula, charge and spin, the calculation gives 0.0 kJ/mol. The calculation puts the largest force on an atom at 2.4 eV Å⁻¹. The calculated total energy is -27755.814 eV. Its spin multiplicity is 2.

Each line ends with the Mulliken charge.
Atoms and positions in Å:
C1 0.54 1.06 0.45  -0.230
O1 0.18 -1.20 -1.15  -0.865
C2 0.35 -0.08 -1.72  0.695
C3 -0.47 0.35 1.30  -1.070
O2 0.32 1.05 -0.98  -0.312
O3 0.49 0.09 -2.94  -0.697
H1 0.58 2.14 0.68  0.225
H2 -0.45 0.76 2.32  0.300
H3 1.55 0.66 0.63  0.233
H4 -1.99 -3.21 0.83  -0.382
Ca1 -1.10 -1.63 0.57  1.103

=====

A cluster of 2 separate species, C3H4Cl2FN4 in total in a non-equilibrium geometry. Source: the Open Molecules 2025 dataset; level of theory: ωB97M-V with the def2-TZVPD basis set.

As for the total charge: +1. As for the HOMO energy: -14.53 eV. The value obtained for the LUMO energy is -4.698 eV. For the energy above the lowest of the compared OMol25 structures with the same formula, charge and spin, the calculation gives 153.8 kJ/mol. The calculation puts the largest force on an atom at 4.5 eV Å⁻¹. The calculated total energy is -36887.448 eV.

Each line ends with the Mulliken charge.
Atoms and positions in Å:
C1 -0.67 2.41 2.72  -0.111
C2 0.88 -1.19 -1.94  0.440
C3 -0.61 -0.08 -0.41  0.676
N1 -0.62 1.63 1.89  -0.266
N2 1.18 -0.21 -2.58  -0.414
N3 0.10 -1.13 -0.76  -0.244
N4 -1.59 -0.24 0.56  -0.027
F1 -1.88 -1.55 0.97  -0.192
Cl1 1.16 -2.90 -2.15  -0.133
Cl2 -0.56 1.36 -1.21  0.025
H1 -0.64 3.01 3.63  0.348
H2 1.37 -0.15 -3.59  0.307
H3 0.03 -1.91 -0.06  0.312
H4 -2.41 0.24 0.69  0.280

=====

A cluster of 2 separate species, C3H4Cl2NOP in total in a non-equilibrium geometry. Source: the Open Molecules 2025 dataset; level of theory: ωB97M-V with the def2-TZVPD basis set.

The SMILES is PN=C=CCl.O=CCl. As for the HOMO energy: -8.34 eV. The value obtained for the LUMO energy is 0.219 eV. For the energy above the lowest of the compared OMol25 structures with the same formula, charge and spin, the calculation gives 55.5 kJ/mol. The calculation puts the largest force on an atom at 4.4 eV Å⁻¹. The calculated total energy is -41044.256 eV.

Each line ends with the Mulliken charge.
Atoms and positions in Å:
C1 0.56 0.21 1.32  0.646
C2 -0.35 0.32 2.25  -0.559
C3 -1.78 -1.04 -1.61  0.070
N1 1.53 0.43 0.61  -0.265
O1 -1.42 -1.73 -0.77  -0.271
P1 1.97 0.06 -0.96  -0.135
Cl1 -1.37 1.77 2.24  -0.174
Cl2 -2.40 0.51 -1.35  -0.099
H1 -0.80 -0.55 2.86  0.310
H2 -1.60 -1.24 -2.73  0.294
H3 3.36 -0.16 -0.67  0.089
H4 2.31 1.42 -1.19  0.095

=====

The molecule C3H4Cl2O in a non-equilibrium geometry. Source: the Open Molecules 2025 dataset; level of theory: ωB97M-V with the def2-TZVPD basis set.

The SMILES is O=CCC(Cl)Cl. As for the HOMO energy: -10.42 eV. The value obtained for the LUMO energy is 0.685 eV. For the energy above the lowest of the compared OMol25 structures with the same formula, charge and spin, the calculation gives 87.1 kJ/mol. The calculation puts the largest force on an atom at 4.0 eV Å⁻¹. The calculated total energy is -30267.374 eV.

Each line ends with the Mulliken charge.
Atoms and positions in Å:
C1 -0.05 0.16 -0.28  0.166
C2 -0.65 -0.11 1.10  -0.716
C3 -0.13 0.87 2.05  0.009
H1 0.26 1.21 -0.48  0.286
H2 -0.38 -1.07 1.34  0.345
H3 -1.80 -0.14 1.10  0.321
H4 -0.72 1.20 2.89  0.390
O1 0.99 1.29 1.88  -0.452
Cl1 -1.27 -0.15 -1.61  -0.210
Cl2 1.26 -0.85 -0.57  -0.139

=====

A structure of composition C3H4Cl2Si in a non-equilibrium geometry. Source: the Open Molecules 2025 dataset; level of theory: ωB97M-V with the def2-TZVPD basis set.

As for the HOMO energy: -10.03 eV. The value obtained for the LUMO energy is 0.435 eV. For the energy above the lowest of the compared OMol25 structures with the same formula, charge and spin, the calculation gives 435.0 kJ/mol. The calculation puts the largest force on an atom at 4.7 eV Å⁻¹. The calculated total energy is -36094.612 eV.

Each line ends with the Mulliken charge.
Atoms and positions in Å:
C1 -0.17 -2.49 -0.87  0.063
C2 -0.42 -1.29 -0.95  -0.694
C3 0.64 0.79 0.93  -0.107
Si1 -0.49 0.94 -0.62  0.508
Cl1 -0.21 0.53 2.53  -0.165
Cl2 1.38 2.39 0.96  -0.169
H1 -0.45 -3.53 -0.88  0.313
H2 1.39 -0.10 0.95  0.328
H3 -1.88 1.07 -0.24  -0.048
H4 0.22 1.69 -1.82  -0.027

=====

Q: What is the formula in the tenth record?
A: C3H4Cl2Si